(1)
# C37H33BCl3N13O4PtS2

C37H33BCl3N13O4PtS2 as an isolated structure (the ωB97M-V functional and the def2-TZVPD basis, the Open Molecules 2025 dataset).

Energy relative to the best compared isomer or geometry (same formula, charge and spin) (kcal/mol): 0.0
HOMO level (eV): -12.8067
Kohn-Sham gap (eV): 6.6
Net charge: +2

The geometry in XYZ format:
```
94
Properties=species:S:1:pos:R:3:mulliken_charge:R:1
Pt 0.628 1.373 -0.316 1.127
N 2.188 3.319 2.165 -0.035
C 1.025 3.787 1.744 0.200
N 0.580 4.896 2.324 -0.769
C -0.542 5.427 1.860 0.066
N -1.085 6.453 2.495 -0.307
N -1.156 5.005 0.715 -0.707
C -0.695 3.899 0.234 -0.141
N 0.282 3.126 0.786 0.374
C -1.222 3.447 -1.071 1.345
C -2.280 4.097 -1.672 -0.429
C -2.712 3.671 -2.917 -0.790
C -2.068 2.596 -3.503 -1.114
C -1.024 1.983 -2.835 -0.296
N -0.585 2.414 -1.650 0.037
H 2.652 3.883 2.862 0.275
H 2.733 2.587 1.713 0.016
H -0.648 6.815 3.326 0.267
H -1.909 6.894 2.125 0.253
H -2.736 4.926 -1.153 0.625
H -3.539 4.160 -3.412 0.497
H -2.366 2.215 -4.469 0.541
H -0.539 1.127 -3.268 0.586
B 0.986 -2.017 -0.023 0.145
N 1.545 -1.080 1.103 0.080
C 1.846 -1.558 2.311 -0.427
C 1.820 -0.529 3.239 -1.605
C 1.488 0.590 2.504 -0.224
N 1.337 0.249 1.213 0.444
N 1.319 -1.356 -1.381 0.636
C 1.847 -1.947 -2.448 -0.317
C 2.057 -0.998 -3.440 -1.571
C 1.635 0.189 -2.882 -0.558
N 1.131 -0.053 -1.653 0.412
H -0.204 -2.130 0.109 -0.456
H 1.576 -3.053 0.049 -0.118
H 2.052 -2.609 2.429 0.604
H 2.038 -0.580 4.290 0.548
H 1.385 1.605 2.837 0.386
H 2.071 -3.000 -2.419 0.648
H 2.498 -1.146 -4.409 0.508
H 1.716 1.194 -3.262 0.631
O 4.038 1.631 1.106 -0.817
S 3.865 1.431 -0.311 0.885
O 3.905 0.089 -0.799 -0.624
N 2.430 2.201 -0.754 0.419
C 2.620 3.200 -1.704 0.736
O 1.721 3.821 -2.225 -0.641
C 4.072 3.387 -1.963 -0.211
C 4.643 4.336 -2.792 -0.648
C 6.028 4.360 -2.891 -0.561
C 6.817 3.463 -2.175 -0.646
C 6.247 2.510 -1.338 -0.845
C 4.869 2.502 -1.261 0.578
H 4.020 5.031 -3.338 0.575
H 6.505 5.089 -3.531 0.432
H 7.894 3.508 -2.270 0.443
H 6.854 1.813 -0.777 0.540
Cl -2.683 -3.880 6.158 -0.188
C -2.868 -3.693 4.453 0.228
C -1.751 -3.701 3.633 -1.323
C -1.924 -3.544 2.268 0.419
C -3.183 -3.374 1.696 -0.594
C -3.267 -3.179 0.195 1.073
C -3.821 -1.819 -0.236 -2.045
N -2.912 -0.754 0.190 0.233
C -2.905 -0.118 1.408 -0.917
C -1.815 0.692 1.417 -0.559
N -1.172 0.547 0.206 0.861
C -1.856 -0.339 -0.505 0.088
O -4.059 -4.110 -0.488 -0.379
C -3.574 -5.450 -0.454 -0.822
C -2.103 -5.573 -0.739 0.308
C -1.436 -4.983 -1.772 0.836
Cl -2.092 -3.919 -2.955 -0.158
S 0.237 -5.351 -1.792 -0.183
C 0.076 -6.321 -0.391 -0.394
C -1.204 -6.343 0.060 -0.883
C -4.284 -3.388 2.551 1.199
Cl -5.901 -3.211 1.942 -0.188
C -4.139 -3.543 3.921 -0.753
H -0.769 -3.843 4.061 0.491
H -1.059 -3.569 1.616 0.272
H -2.235 -3.224 -0.177 -0.280
H -4.808 -1.625 0.176 0.411
H -3.881 -1.804 -1.322 0.451
H -3.660 -0.303 2.152 0.561
H -1.457 1.352 2.187 0.650
H -1.603 -0.701 -1.488 0.341
H -4.163 -5.968 -1.210 0.469
H -3.790 -5.906 0.517 0.315
H 0.933 -6.838 0.009 0.505
H -1.521 -6.907 0.927 0.455
H -5.009 -3.554 4.563 0.502
```



(2)
# C13H39BaN5O23P3

C13H39BaN5O23P3 as an isolated structure in a non-equilibrium geometry (the ωB97M-V functional and the def2-TZVPD basis, the Open Molecules 2025 dataset).

2S+1: 2
HOMO level (alpha / beta) (eV): -14.7836 / -14.7834
Kohn-Sham gap (alpha / beta) (eV): 7.2 / 2.5
Net charge: +2

The geometry in XYZ format:
```
84
Properties=species:S:1:pos:R:3:mulliken_spin:R:1
Ba 3.179 -1.893 1.300 0.000
N 0.299 -1.141 -0.141 0.009
O 0.354 -1.198 1.066 0.232
O 1.248 -1.528 -0.807 0.083
O -0.812 -0.907 -0.610 0.556
C -0.204 -1.457 -3.854 0.018
N -0.958 -1.951 -5.041 -0.008
O -1.354 -3.149 -5.114 0.024
O -1.191 -1.114 -5.853 0.080
H -0.904 -1.652 -3.040 -0.003
H -0.045 -0.379 -3.828 0.003
H 0.658 -2.108 -3.710 0.001
C -2.288 0.163 2.735 -0.007
N -2.533 -0.065 4.211 0.000
O -3.533 0.359 4.640 0.000
O -1.672 -0.634 4.874 0.000
H -2.205 -0.850 2.340 0.002
H -1.342 0.704 2.737 0.005
H -3.064 0.749 2.243 0.000
C 3.326 0.092 -2.951 -0.001
N 4.559 0.147 -3.851 0.000
O 4.642 0.942 -4.817 0.000
O 5.486 -0.515 -3.460 0.000
H 3.559 -0.773 -2.331 0.000
H 2.479 -0.178 -3.582 0.000
H 3.258 1.034 -2.407 0.000
C -4.070 -1.669 -1.035 0.004
N -3.852 -2.596 -2.165 -0.001
O -3.305 -3.666 -1.902 0.000
O -4.199 -2.182 -3.277 0.013
H -3.222 -1.784 -0.359 -0.003
H -4.970 -2.064 -0.563 0.000
H -4.151 -0.670 -1.463 0.000
C -0.350 2.263 -1.102 0.000
O 0.303 3.509 -1.344 0.000
P -0.457 4.690 -2.195 0.000
O -1.368 4.213 -3.304 0.000
O -1.212 5.589 -1.064 0.000
C -2.246 6.419 -1.294 0.000
O 0.860 5.566 -2.710 0.000
C 1.846 6.122 -1.871 0.000
H 0.347 1.557 -0.650 -0.007
H -0.737 1.795 -2.007 0.001
H -1.139 2.447 -0.374 0.001
H -3.120 6.170 -0.693 0.000
H -2.624 6.392 -2.316 0.000
H -1.903 7.381 -0.914 0.000
H 1.639 7.190 -1.800 0.000
H 2.773 5.869 -2.386 0.000
H 1.841 5.646 -0.891 0.000
C -0.018 3.591 2.356 0.000
O 0.552 2.248 2.125 -0.001
P 1.930 1.781 2.824 -0.001
O 2.358 0.422 2.436 0.000
O 2.933 2.929 2.265 0.000
C 3.035 3.162 0.834 0.000
O 1.752 2.007 4.373 0.000
C 1.110 1.061 5.219 0.000
H -0.269 4.054 1.402 0.000
H 0.544 4.239 3.028 0.000
H -0.972 3.328 2.814 0.000
H 2.540 4.077 0.508 0.000
H 2.597 2.343 0.262 0.000
H 4.068 3.249 0.496 0.000
H 0.232 1.498 5.694 0.000
H 1.740 0.775 6.060 0.000
H 0.716 0.146 4.776 0.000
C -0.054 -4.970 -1.152 0.001
O -0.465 -4.879 0.222 -0.001
P 0.548 -5.072 1.460 0.000
O 1.717 -4.158 1.494 0.000
O -0.489 -4.999 2.697 0.000
C -0.975 -3.772 3.173 0.001
O 0.893 -6.707 1.403 0.000
C 0.012 -7.722 1.263 0.000
H -0.269 -5.969 -1.532 0.000
H 1.027 -4.902 -1.274 0.000
H -0.557 -4.228 -1.772 -0.001
H -1.286 -3.076 2.394 -0.003
H -0.153 -3.313 3.723 0.000
H -1.888 -3.955 3.739 0.000
H 0.141 -8.399 2.108 0.000
H 0.330 -8.298 0.395 0.000
H -1.012 -7.375 1.120 0.000
```



(3)
# C26H28Cl6LaN2O2

C26H28Cl6LaN2O2 as an isolated structure in a non-equilibrium geometry (the ωB97M-V functional and the def2-TZVPD basis, the Open Molecules 2025 dataset).

HOMO level (alpha / beta) (eV): -0.4938 / -2.0665
Kohn-Sham gap (alpha / beta) (eV): 3.0 / 4.6
Net charge: -1

The geometry in XYZ format:
```
65
Properties=species:S:1:pos:R:3:mulliken_charge:R:1
La 0.827 0.016 -0.018 0.740
Cl -1.213 1.455 0.864 -0.758
N -0.118 -0.927 2.320 0.558
N 0.049 1.498 -1.952 0.475
C -0.259 -2.230 2.477 0.678
C -0.506 0.830 -2.939 0.794
C -0.480 -0.325 3.639 1.129
C -0.145 -1.474 4.581 -0.720
C -1.968 -0.027 3.721 -1.330
C 0.313 0.942 3.894 -1.615
H -2.566 -0.942 3.612 0.248
H -2.239 0.678 2.929 0.124
H -2.183 0.424 4.698 0.486
H 1.383 0.729 3.820 0.319
H 0.073 1.306 4.901 0.447
H 0.042 1.707 3.158 0.209
C -0.032 2.954 -2.277 1.321
C -0.553 2.941 -3.709 -0.810
C 1.337 3.595 -2.140 -1.548
C -1.010 3.677 -1.373 -1.934
H -2.010 3.237 -1.461 0.414
H -1.057 4.731 -1.678 0.475
H -0.696 3.615 -0.327 0.327
H 2.062 3.050 -2.750 0.329
H 1.669 3.572 -1.094 0.233
H 1.283 4.637 -2.478 0.440
O -0.965 1.545 -3.948 -0.392
H 0.220 3.181 -4.451 0.340
H -1.439 3.562 -3.879 0.307
O -0.315 -2.674 3.724 -0.429
H -0.808 -1.595 5.445 0.263
H 0.908 -1.448 4.899 0.334
C -0.406 -3.195 1.347 -2.001
C -0.601 -0.672 -2.991 -2.062
C -1.344 -1.268 -1.808 0.720
H 0.441 -1.045 -3.012 0.203
H -1.070 -0.952 -3.943 0.555
C -0.683 -1.773 -0.703 -0.182
C -1.255 -2.542 0.280 0.489
H 2.877 1.651 0.079 0.833
C -2.666 -2.596 0.307 1.617
C -3.377 -1.983 -0.727 -1.127
C -3.388 -3.255 1.437 -1.799
C -2.757 -1.327 -1.787 1.211
H -4.469 -2.040 -0.713 0.190
C -3.564 -0.704 -2.882 -1.789
H -4.621 -0.959 -2.750 0.422
H -3.251 -1.049 -3.875 0.324
H -3.480 0.391 -2.870 0.210
H -2.937 -4.213 1.718 0.299
H -4.430 -3.434 1.152 0.459
H -3.401 -2.615 2.331 0.173
H -0.837 -4.129 1.725 0.373
H 0.611 -3.401 0.970 0.296
Cl 3.063 0.853 -2.856 -0.250
C 4.141 0.694 -1.507 0.628
C 3.667 0.915 -0.196 -2.001
C 4.191 0.077 0.798 0.426
Cl 3.134 -0.353 2.131 -0.294
C 5.434 -0.545 0.638 0.115
Cl 6.126 -1.442 1.915 -0.234
C 6.098 -0.428 -0.611 0.210
Cl 7.692 -0.986 -0.790 -0.270
C 5.397 0.100 -1.722 0.031
Cl 6.059 -0.014 -3.292 -0.233
```